1.
Here is a molecular structure, C21H48O3P2Pt at a distorted geometry from OMol25. Energies are from ωB97M-V/def2-TZVPD.

Positions of all 75 atoms, in Å:
Pt (0.40, 0.52, -0.24)
C (1.08, 0.23, -1.92)
O (1.55, 0.13, -2.98)
C (0.87, 2.33, 0.29)
O (1.19, 3.40, 0.55)
P (-1.78, 1.04, -1.05)
C (-3.01, 1.71, 0.18)
H (-3.85, 2.05, -0.45)
C (-1.71, 2.35, -2.38)
H (-0.86, 2.96, -2.04)
C (-2.72, -0.42, -1.71)
H (-2.88, -1.03, -0.80)
C (2.44, -2.35, 0.48)
P (2.20, -0.56, 0.94)
H (3.16, -0.81, 3.09)
H (1.51, -2.80, 0.87)
C (3.90, 0.19, 0.71)
H (4.57, -0.65, 0.97)
C (-1.39, 1.81, -3.78)
H (-2.25, 1.30, -4.25)
H (-0.52, 1.15, -3.80)
H (-1.14, 2.67, -4.41)
C (-2.94, 3.26, -2.48)
H (-2.76, 3.98, -3.28)
H (-3.13, 3.83, -1.56)
H (-3.85, 2.70, -2.74)
C (-4.09, -0.05, -2.30)
H (-4.73, 0.49, -1.59)
H (-4.60, -0.99, -2.55)
H (-3.99, 0.52, -3.22)
C (-1.91, -1.29, -2.68)
H (-2.49, -2.20, -2.87)
H (-0.94, -1.57, -2.25)
H (-1.77, -0.78, -3.63)
C (-3.55, 0.65, 1.14)
H (-4.25, -0.04, 0.65)
H (-4.13, 1.15, 1.93)
H (-2.77, 0.05, 1.62)
C (-2.47, 2.92, 0.95)
H (-1.76, 2.62, 1.75)
H (-3.32, 3.42, 1.44)
H (-1.99, 3.66, 0.31)
C (3.65, -2.98, 1.17)
H (3.77, -2.72, 2.23)
H (4.59, -2.72, 0.65)
H (3.56, -4.07, 1.10)
C (2.49, -2.63, -1.02)
H (3.35, -2.13, -1.50)
C (1.55, 0.55, 3.49)
H (1.56, -2.33, -1.51)
H (2.62, -3.72, -1.15)
C (1.33, -1.94, 3.28)
H (0.45, 0.57, 3.51)
H (1.87, 0.53, 4.54)
H (1.92, 1.50, 3.07)
C (2.10, -0.70, 2.80)
H (1.20, -1.86, 4.38)
H (1.90, -2.86, 3.11)
H (0.34, -2.03, 2.81)
C (4.19, 1.37, 1.66)
H (3.53, 2.22, 1.47)
H (5.23, 1.70, 1.46)
H (4.14, 1.08, 2.71)
C (4.19, 0.62, -0.73)
H (4.01, -0.17, -1.46)
H (5.26, 0.87, -0.79)
H (3.63, 1.52, -1.01)
H (-0.23, 0.47, 1.77)
H (-0.90, 0.65, 1.43)
C (-1.96, -2.92, 1.23)
O (-0.95, -2.98, 0.20)
H (-2.94, -2.61, 0.82)
H (-1.65, -2.14, 1.94)
H (-2.02, -3.88, 1.75)
H (-1.10, -3.77, -0.33)

The expectation value of S² is 6.0126. The HOMO energy (spin up / spin down) is -20.333 / -22.442 eV. Its frontier orbital gap (spin up / spin down) is 7.97 / 3.78 eV. The charge is +4. The spin multiplicity is 5.

2.
Here is a molecular structure, C21H49AsBeF6N7O7 at a distorted geometry from OMol25. Energies are from ωB97M-V/def2-TZVPD.

Positions of all 92 atoms, in Å:
Be (-0.45, -0.47, 0.07)
As (-1.03, -3.14, -2.89)
F (0.62, -2.36, -2.56)
F (-1.70, -2.20, -1.45)
F (-2.57, -3.97, -3.17)
F (-0.30, -3.92, -4.33)
F (-0.57, -4.60, -1.86)
F (-1.53, -1.84, -4.04)
C (-0.61, 3.22, 0.72)
O (-0.86, 2.01, 0.70)
N (-1.38, 4.12, 0.18)
C (-0.68, 5.34, -0.18)
C (-2.77, 3.90, -0.37)
H (0.33, 3.67, 1.08)
H (-0.31, 5.24, -1.20)
H (0.22, 5.67, 0.34)
H (-1.39, 6.16, -0.30)
H (-2.91, 2.87, -0.71)
H (-3.43, 4.18, 0.45)
H (-2.95, 4.60, -1.18)
C (-1.80, 1.08, -3.44)
O (-1.34, 0.57, -2.38)
N (-1.43, 2.33, -3.90)
C (-1.90, 2.92, -5.14)
C (-0.71, 3.31, -3.12)
H (-2.43, 0.54, -4.17)
H (-0.99, 3.14, -5.71)
H (-2.62, 3.72, -4.96)
H (-2.36, 2.20, -5.82)
H (-0.28, 2.84, -2.23)
H (0.08, 3.69, -3.76)
H (-1.24, 4.20, -2.81)
C (2.01, -3.10, -0.27)
O (1.33, -2.17, 0.19)
N (3.15, -3.53, 0.27)
C (3.89, -4.67, -0.43)
C (3.39, -3.27, 1.61)
H (1.95, -3.51, -1.29)
H (4.97, -4.53, -0.33)
H (3.62, -4.69, -1.49)
H (3.72, -5.64, 0.03)
H (2.92, -2.41, 2.09)
H (3.45, -4.20, 2.19)
H (4.41, -2.90, 1.55)
C (2.04, 0.53, 2.82)
O (1.28, 0.37, 1.88)
N (2.78, 1.66, 2.95)
C (3.69, 1.97, 4.02)
C (2.91, 2.55, 1.83)
H (2.14, -0.15, 3.68)
H (4.66, 2.28, 3.64)
H (3.78, 1.18, 4.77)
H (3.25, 2.79, 4.58)
H (3.85, 2.43, 1.30)
H (2.28, 2.42, 0.95)
H (2.78, 3.59, 2.13)
C (-4.00, -0.81, 0.00)
O (-2.95, -0.28, 0.41)
N (-5.23, -0.48, 0.48)
C (-6.46, -1.11, 0.08)
C (-5.35, 0.63, 1.49)
H (-4.00, -1.51, -0.85)
H (-6.49, -1.49, -0.94)
H (-7.32, -0.51, 0.37)
H (-6.63, -2.00, 0.69)
H (-6.08, 1.36, 1.13)
H (-5.43, 0.29, 2.52)
H (-4.46, 1.25, 1.59)
C (-1.96, -2.65, 2.82)
O (-1.46, -1.83, 1.94)
N (-1.08, -3.25, 3.69)
C (-1.67, -4.05, 4.75)
C (0.21, -2.70, 3.86)
H (-3.02, -2.97, 2.78)
H (-1.31, -3.68, 5.72)
H (-1.31, -5.08, 4.78)
H (-2.75, -4.12, 4.82)
H (0.18, -1.84, 4.53)
H (0.84, -3.50, 4.25)
H (0.60, -2.38, 2.90)
C (2.29, 1.22, -1.81)
O (1.48, 1.01, -0.89)
N (3.49, 0.62, -2.02)
C (4.42, 1.06, -3.12)
C (3.99, -0.48, -1.11)
H (2.07, 1.93, -2.63)
H (3.81, 1.47, -3.93)
H (5.09, 0.31, -3.55)
H (5.03, 1.85, -2.70)
H (4.03, -1.50, -1.50)
H (5.04, -0.25, -0.90)
H (3.44, -0.53, -0.17)

The expectation value of S² is 0.7505. The HOMO energy (spin up / spin down) is -4.242 / -8.565 eV. Its frontier orbital gap (spin up / spin down) is 4.65 / 8.97 eV. The spin multiplicity is 2.

3.
Here is a molecular structure, C21H49ClN4O3PtSSbSi3 at a distorted geometry from OMol25. Energies are from ωB97M-V/def2-TZVPD.

Positions of all 84 atoms, in Å:
Pt (-0.08, 0.28, 1.10)
C (-2.12, 2.36, 0.28)
N (-0.74, 2.22, 0.90)
C (-0.81, 2.92, 2.27)
N (-1.20, 4.29, 2.13)
C (-2.53, 4.35, 1.51)
N (-2.50, 3.74, 0.17)
C (-1.53, 4.46, -0.65)
N (-0.19, 4.40, -0.05)
C (0.23, 3.03, 0.07)
C (-0.24, 5.01, 1.29)
H (-2.81, 1.81, 0.91)
H (-2.08, 1.91, -0.71)
H (0.19, 2.85, 2.71)
H (-1.53, 2.38, 2.87)
H (-2.84, 5.39, 1.42)
H (-3.25, 3.82, 2.14)
H (-1.83, 5.50, -0.74)
H (-1.50, 4.02, -1.64)
H (1.21, 2.97, 0.54)
H (0.28, 2.58, -0.91)
H (-0.54, 6.05, 1.20)
H (0.74, 4.97, 1.75)
C (-0.09, 2.00, -3.67)
Si (1.49, 1.02, -3.60)
C (1.54, -0.10, -5.06)
C (3.05, 1.86, -3.10)
Sb (0.59, -0.33, -1.36)
Si (-1.50, -1.81, -2.08)
C (-1.29, -2.26, -3.86)
C (-1.55, -3.24, -0.91)
C (-2.85, -0.56, -1.78)
Si (2.94, -3.36, -1.31)
C (4.52, -3.12, -0.39)
C (2.25, -5.06, -1.38)
C (2.93, -2.53, -2.96)
H (0.07, 2.75, -4.46)
H (-0.38, 2.56, -2.78)
H (-0.92, 1.38, -3.99)
H (1.87, 0.53, -5.89)
H (0.55, -0.48, -5.31)
H (2.24, -0.93, -5.01)
H (3.26, 2.63, -3.86)
H (3.90, 1.18, -3.09)
H (2.98, 2.36, -2.14)
H (-0.33, -2.74, -4.08)
H (-1.40, -1.39, -4.51)
H (-2.08, -2.97, -4.14)
H (-0.91, -4.07, -1.23)
H (-2.58, -3.62, -0.89)
H (-1.28, -2.98, 0.12)
H (-2.77, 0.31, -2.43)
H (-2.89, -0.23, -0.74)
H (-3.81, -1.04, -2.01)
H (4.53, -2.22, 0.23)
H (5.33, -3.00, -1.12)
H (4.79, -3.97, 0.24)
H (1.17, -5.09, -1.49)
H (2.52, -5.69, -0.53)
H (2.67, -5.54, -2.27)
H (3.32, -1.51, -2.91)
H (1.95, -2.53, -3.44)
H (3.61, -3.09, -3.61)
Cl (0.44, -4.62, 1.70)
C (1.88, -3.59, 1.66)
C (1.52, -2.34, 0.91)
O (1.06, -1.39, 1.53)
O (1.72, -2.26, -0.41)
H (2.70, -4.15, 1.21)
H (2.14, -3.31, 2.68)
O (-1.12, 0.23, 2.90)
S (-0.71, -0.74, 4.07)
C (-2.33, -1.26, 4.72)
C (-2.50, -0.61, 6.10)
C (-1.73, 0.71, 6.06)
C (-0.38, 0.35, 5.47)
H (-2.37, -2.35, 4.72)
H (-3.03, -0.87, 3.98)
H (-2.10, -1.26, 6.87)
H (-3.56, -0.47, 6.31)
H (-1.62, 1.14, 7.05)
H (-2.24, 1.44, 5.43)
H (0.21, -0.26, 6.16)
H (0.24, 1.17, 5.12)

The HOMO energy is -16.201 eV. Its frontier orbital gap is 6.24 eV. The charge is +3.

4.
Here is a molecular structure, C21H49CuN8O10 at a distorted geometry from OMol25. Energies are from ωB97M-V/def2-TZVPD.

Positions of all 89 atoms, in Å:
Cu (3.48, 0.35, 0.02)
N (-0.35, -0.02, -0.67)
O (0.24, -0.95, -0.23)
O (-1.54, 0.02, -0.75)
O (0.35, 0.94, -0.93)
C (-6.58, -0.77, 6.62)
C (-5.34, -0.41, 5.89)
O (-4.64, 0.49, 6.29)
N (-5.11, -1.15, 4.78)
C (-4.10, -0.89, 3.85)
H (-6.70, -1.85, 6.51)
H (-7.32, -0.19, 6.06)
H (-6.69, -0.44, 7.65)
H (-5.88, -1.72, 4.45)
H (-4.02, -1.56, 3.00)
H (-3.15, -0.92, 4.38)
H (-4.16, 0.14, 3.50)
C (-1.72, 5.18, -0.60)
C (-3.12, 5.19, 0.10)
O (-3.57, 6.17, 0.63)
N (-3.79, 4.06, -0.10)
C (-5.14, 3.86, 0.27)
H (-1.40, 6.21, -0.72)
H (-1.83, 4.73, -1.59)
H (-1.10, 4.67, 0.14)
H (-3.44, 3.44, -0.83)
H (-5.65, 4.70, 0.73)
H (-5.24, 3.00, 0.93)
H (-5.71, 3.60, -0.63)
C (3.72, 4.02, 4.07)
C (2.46, 3.17, 3.75)
O (2.37, 2.53, 2.73)
N (1.43, 3.04, 4.66)
C (0.16, 2.44, 4.44)
H (4.59, 3.43, 3.79)
H (3.81, 4.31, 5.12)
H (3.81, 4.91, 3.45)
H (1.53, 3.72, 5.40)
H (-0.65, 3.04, 4.87)
H (0.25, 1.55, 5.06)
H (-0.07, 2.13, 3.43)
C (3.34, -1.22, 5.51)
C (2.69, -1.78, 4.28)
O (3.26, -1.53, 3.25)
N (1.62, -2.56, 4.31)
C (1.23, -3.24, 5.54)
H (3.44, -1.99, 6.28)
H (2.67, -0.44, 5.87)
H (4.27, -0.70, 5.30)
H (1.34, -2.91, 3.40)
H (2.03, -3.76, 6.06)
H (0.45, -3.98, 5.38)
H (0.63, -2.65, 6.24)
C (4.88, 1.64, -5.33)
C (3.82, 0.65, -4.77)
O (3.86, 0.36, -3.54)
N (2.95, 0.04, -5.59)
C (1.89, -0.86, -5.13)
H (5.89, 1.47, -4.95)
H (4.63, 2.61, -4.90)
H (4.84, 1.76, -6.41)
H (3.07, 0.27, -6.57)
H (0.90, -0.44, -5.32)
H (2.02, -1.09, -4.07)
H (1.98, -1.75, -5.76)
C (-3.58, -0.46, -9.38)
C (-3.37, 0.25, -8.09)
O (-2.98, 1.39, -7.99)
N (-3.59, -0.49, -6.97)
C (-3.42, 0.02, -5.58)
H (-4.65, -0.44, -9.61)
H (-3.31, -1.52, -9.31)
H (-2.93, 0.12, -10.03)
H (-3.80, -1.47, -7.05)
H (-2.73, 0.86, -5.52)
H (-3.17, -0.90, -5.06)
H (-4.30, 0.39, -5.05)
C (5.30, -4.16, -3.13)
C (4.70, -4.36, -1.74)
O (4.29, -3.34, -1.15)
N (4.43, -5.60, -1.32)
C (3.66, -5.88, -0.08)
H (4.58, -3.86, -3.89)
H (5.82, -5.02, -3.54)
H (5.99, -3.31, -3.03)
H (4.69, -6.39, -1.89)
H (4.24, -5.72, 0.83)
H (3.39, -6.93, -0.09)
H (2.80, -5.24, 0.13)

The expectation value of S² is 0.7570. The HOMO energy (spin up / spin down) is -10.984 / -10.983 eV. Its frontier orbital gap (spin up / spin down) is 6.01 / 3.88 eV. The charge is +1. The spin multiplicity is 2.

5.
Here is a molecular structure, C21H49NO13S at a distorted geometry from OMol25. Energies are from ωB97M-V/def2-TZVPD.

Positions of all 85 atoms, in Å:
N (-3.20, -2.65, 0.77)
C (-2.20, -1.62, 0.90)
C (-1.82, -1.12, 2.31)
C (-2.76, -1.39, 3.47)
O (-1.92, -1.99, 4.52)
S (-0.78, -2.76, 3.76)
O (0.32, -3.00, 4.53)
O (-1.39, -3.84, 3.13)
O (-0.51, -1.60, 2.73)
H (-4.02, -2.51, 1.33)
H (-2.82, -3.58, 0.90)
H (-2.44, -0.77, 0.29)
H (-1.28, -2.03, 0.50)
H (-1.75, -0.05, 2.24)
H (-3.16, -0.53, 3.97)
H (-3.57, -2.09, 3.31)
C (-0.54, -5.46, -5.27)
O (0.17, -5.68, -4.07)
C (1.48, -6.18, -4.26)
C (2.47, -5.54, -3.32)
O (2.78, -4.19, -3.60)
C (1.81, -3.19, -3.35)
C (1.52, -2.91, -1.90)
O (0.79, -3.96, -1.29)
C (1.19, -4.25, 0.03)
H (-0.90, -6.40, -5.69)
H (-1.41, -4.84, -5.02)
H (0.07, -4.94, -6.01)
H (1.81, -6.02, -5.29)
H (1.47, -7.26, -4.06)
H (3.42, -6.07, -3.44)
H (2.16, -5.67, -2.28)
H (0.89, -3.39, -3.90)
H (2.23, -2.27, -3.78)
H (0.93, -1.99, -1.83)
H (2.47, -2.74, -1.37)
H (2.28, -4.33, 0.12)
H (0.76, -5.21, 0.30)
H (0.82, -3.49, 0.73)
C (2.49, 2.41, -7.01)
O (3.43, 1.98, -6.05)
C (4.57, 2.80, -5.94)
C (5.00, 2.99, -4.50)
O (4.15, 3.81, -3.72)
C (2.88, 3.32, -3.35)
C (2.89, 2.21, -2.32)
O (3.35, 0.99, -2.88)
C (4.16, 0.23, -2.01)
H (2.83, 2.19, -8.02)
H (1.56, 1.89, -6.82)
H (2.31, 3.49, -6.92)
H (4.39, 3.78, -6.39)
H (5.40, 2.32, -6.48)
H (5.96, 3.52, -4.52)
H (5.18, 2.03, -4.02)
H (2.28, 3.04, -4.22)
H (2.37, 4.18, -2.89)
H (1.87, 2.07, -1.96)
H (3.52, 2.51, -1.48)
H (4.94, 0.85, -1.54)
H (4.65, -0.53, -2.61)
H (3.56, -0.26, -1.24)
C (-4.50, 3.90, 2.70)
O (-3.61, 3.42, 3.69)
C (-2.43, 4.19, 3.82)
C (-2.03, 4.39, 5.26)
O (-2.85, 5.27, 6.00)
C (-4.16, 4.87, 6.36)
C (-4.24, 3.77, 7.39)
O (-3.86, 2.52, 6.84)
C (-3.10, 1.70, 7.71)
H (-4.15, 3.64, 1.69)
H (-5.47, 3.42, 2.87)
H (-4.63, 4.98, 2.76)
H (-2.54, 5.17, 3.34)
H (-1.62, 3.65, 3.31)
H (-1.05, 4.86, 5.26)
H (-1.92, 3.42, 5.77)
H (-4.75, 4.62, 5.48)
H (-4.61, 5.76, 6.80)
H (-5.28, 3.69, 7.74)
H (-3.61, 4.03, 8.25)
H (-2.29, 2.26, 8.19)
H (-2.65, 0.92, 7.09)
H (-3.74, 1.24, 8.47)

The HOMO energy is -9.034 eV. Its frontier orbital gap is 9.32 eV.

Here are the calculated E_tot numbers, same order: -1854.79772, -4589.15620, -3359.92128, -3660.02155, -2260.36288 (hartree).